(1)
Density functional theory data (ωB97M-V with the def2-TZVPD basis set) for a molecular structure, C13H22Br2NiSb2.

The geometry in XYZ format:
```
40
Properties=species:S:1:pos:R:3:mulliken_charge:R:1
Ni 0.16 0.94 0.37 -0.148
C 3.96 -0.47 -0.33 -1.283
Sb 2.43 0.95 -0.67 0.910
C 3.52 2.57 0.12 -1.206
C 0.11 -0.81 1.23 -1.530
C -0.19 -1.74 0.22 0.905
C 0.91 -2.37 -0.45 -0.715
C 0.71 -3.28 -1.44 -0.870
C -0.62 -3.61 -1.80 -0.589
C -1.69 -3.07 -1.15 -0.709
C -1.54 -2.13 -0.11 1.255
C -2.73 -1.64 0.56 -1.917
Sb -3.67 -0.02 -0.65 0.958
C -3.26 1.45 0.87 -0.941
C -1.90 0.43 -1.76 -0.289
H 3.76 -1.39 -0.86 0.392
H 4.08 -0.66 0.74 0.455
H 4.88 -0.01 -0.69 0.426
H 3.84 2.32 1.13 0.399
H 2.94 3.49 0.11 0.311
H 4.41 2.71 -0.50 0.413
H -0.66 -0.54 1.95 0.575
H 1.11 -0.87 1.66 0.661
H 1.91 -2.15 -0.12 0.735
H 1.55 -3.77 -1.92 0.461
H -0.79 -4.34 -2.58 0.442
H -2.70 -3.39 -1.42 0.472
H -2.58 -1.19 1.54 0.496
H -3.52 -2.38 0.59 0.576
H -3.87 1.25 1.75 0.436
H -3.48 2.45 0.49 0.421
H -2.21 1.40 1.16 -0.070
H -1.72 -0.28 -2.57 0.358
H -1.02 0.38 -1.10 -0.536
H -1.99 1.44 -2.17 0.485
Br 0.59 2.23 2.50 -0.007
C -0.07 3.85 1.65 -0.625
Br -0.32 3.51 -0.23 -0.027
H 0.67 4.63 1.78 0.452
H -1.02 4.09 2.10 0.469
```

The spin multiplicity is 1. As for the largest force on an atom: 0.686 eV Å⁻¹. The value obtained for the energy relative to the best compared isomer or geometry (same formula, charge and spin) is 2.9 kcal/mol. As for the highest occupied orbital energy (spin up / spin down): -14.43 / -14.44 eV. Its charge is +2. The calculation puts the HOMO-LUMO gap (spin up / spin down) at 5.3090 / 5.3118 eV.

(2)
Density functional theory data (ωB97M-V with the def2-TZVPD basis set) for a molecular structure, C13H22BrFNO6S at a distorted geometry.

The geometry in XYZ format:
```
45
Properties=species:S:1:pos:R:3:mulliken_charge:R:1
C 0.15 1.65 3.67 0.003
C -0.38 1.92 2.60 -1.245
C -0.74 1.80 1.08 0.270
O -0.13 0.67 0.35 -0.237
S -0.88 0.88 -1.14 1.293
O 0.01 0.34 -2.20 -0.664
O -2.15 0.16 -1.26 -0.639
O -0.93 2.55 -1.16 -0.445
C -0.35 3.01 0.13 1.140
C 1.20 3.15 -0.30 -0.838
C 2.20 3.10 0.93 0.515
O 2.78 4.03 1.40 -0.414
F 2.46 1.82 1.50 -0.241
C -1.10 4.41 0.33 -0.659
Br 0.12 5.88 0.93 -0.083
C -2.30 4.38 1.38 -0.622
C -3.56 3.51 0.94 -0.956
H 0.46 1.35 4.71 0.405
H -1.83 1.47 1.07 0.488
H 1.52 2.29 -0.98 0.335
H 1.36 4.09 -0.93 0.430
H -1.54 4.71 -0.67 0.468
H -1.91 4.13 2.42 0.346
H -2.66 5.46 1.46 0.541
H -3.44 3.22 -0.15 0.263
H -4.54 4.07 1.07 0.345
H -3.60 2.57 1.58 0.196
C 2.35 -3.30 -1.30 -1.490
C 1.24 -3.51 -0.29 0.237
C 0.90 -4.98 -0.02 -0.675
O 0.19 -5.54 -1.12 -0.427
C 1.02 -6.11 -2.14 -0.637
N -0.01 -2.86 -0.81 -0.124
H 2.03 -3.49 -2.33 0.399
H 2.71 -2.26 -1.27 0.411
H 3.21 -3.94 -1.09 0.373
H 1.50 -3.01 0.65 0.369
H 0.22 -5.03 0.83 0.374
H 1.78 -5.58 0.24 0.443
H 1.97 -6.46 -1.76 0.313
H 1.18 -5.37 -2.93 0.260
H 0.48 -6.94 -2.59 0.259
H 0.15 -1.92 -1.19 0.124
H -0.73 -2.81 -0.09 0.390
H -0.39 -3.46 -1.56 0.406
```

The spin multiplicity is 1. As for the largest force on an atom: 3.767 eV Å⁻¹. As for the highest occupied orbital energy: -12.66 eV. Its charge is +1. The calculation puts the HOMO-LUMO gap at 9.7119 eV.

(3)
Density functional theory data (ωB97M-V with the def2-TZVPD basis set) for a molecular structure, C13H22BrFO7S at a distorted geometry.

The geometry in XYZ format:
```
45
Properties=species:S:1:pos:R:3:mulliken_charge:R:1
C -0.43 -2.97 3.04 -0.101
C -0.89 -2.78 1.95 -1.489
C -1.23 -2.89 0.55 0.374
O -0.64 -4.03 -0.15 -0.414
S -1.29 -3.91 -1.63 1.222
O -0.35 -4.38 -2.58 -0.599
O -2.59 -4.49 -1.65 -0.605
O -1.38 -2.30 -1.66 -0.437
C -0.84 -1.76 -0.38 1.621
C 0.67 -1.65 -0.72 -1.458
C 1.64 -1.65 0.44 0.352
O 2.24 -0.73 0.86 -0.450
F 1.85 -2.87 0.96 -0.252
C -1.59 -0.42 -0.22 -0.676
Br -0.43 1.04 0.38 -0.109
C -2.78 -0.44 0.74 -0.840
C -3.97 -1.30 0.27 -1.289
H -0.14 -3.17 4.04 0.485
H -2.29 -3.12 0.50 0.835
H 0.96 -2.50 -1.33 0.471
H 0.83 -0.77 -1.33 0.584
H -1.96 -0.14 -1.20 0.610
H -2.46 -0.67 1.75 0.431
H -3.13 0.59 0.79 0.644
H -3.83 -1.61 -0.76 0.336
H -4.91 -0.77 0.36 0.395
H -4.05 -2.20 0.88 0.316
C 4.05 1.34 -2.15 -0.930
C 3.97 -0.06 -2.72 -0.143
O 4.44 -1.04 -1.79 -0.541
H 5.08 1.57 -1.87 0.290
H 3.71 2.08 -2.87 0.332
H 3.44 1.42 -1.24 0.249
H 4.59 -0.15 -3.61 0.338
H 2.94 -0.30 -3.00 0.150
H 3.89 -0.97 -1.01 0.288
C -0.66 5.44 2.70 -0.966
C 0.23 5.10 1.52 -0.204
O -0.54 4.83 0.35 -0.495
H -1.35 4.61 2.91 0.242
H -0.07 5.63 3.60 0.322
H -1.27 6.32 2.50 0.318
H 0.81 4.21 1.73 0.237
H 0.92 5.93 1.32 0.278
H -1.05 5.62 0.15 0.280
```

The spin multiplicity is 1. As for the largest force on an atom: 1.790 eV Å⁻¹. As for the highest occupied orbital energy: -10.24 eV. Its charge is 0. The calculation puts the HOMO-LUMO gap at 10.7148 eV.

(4)
Density functional theory data (ωB97M-V with the def2-TZVPD basis set) for a molecular structure, C13H22Cl8CsN2O8 at a distorted geometry.

The geometry in XYZ format:
```
54
Properties=species:S:1:pos:R:3:mulliken_charge:R:1
C -1.83 3.96 -1.44 -0.317
C -1.54 2.69 -2.02 -0.228
C -1.08 1.11 -2.27 -0.326
N -0.67 0.44 -0.93 -0.030
C -1.84 0.54 0.03 -0.515
C -1.50 -0.55 1.25 -0.538
C -0.22 0.15 2.08 -0.006
C 1.04 0.55 1.11 -0.498
C 0.63 1.02 -0.41 -0.538
H -1.98 4.94 -0.79 0.360
H -0.17 1.03 -3.04 0.384
H -2.04 0.56 -2.65 0.340
H -0.56 -0.59 -1.17 0.435
H -1.74 1.61 0.55 0.311
H -2.89 0.36 -0.46 0.368
H -2.42 -0.77 1.94 0.275
H -1.02 -1.53 0.76 0.182
H -0.68 1.15 2.55 0.302
H 0.11 -0.51 3.02 -0.154
H 1.56 1.49 1.62 0.270
H 1.83 -0.31 1.12 0.264
H 1.49 0.61 -1.12 0.325
H 0.71 2.18 -0.45 0.373
C 0.54 -3.31 4.97 0.315
Cl 1.83 -2.14 4.59 -0.066
Cl -0.83 -3.06 3.87 -0.099
Cl 1.17 -4.96 4.79 0.008
Cl 0.00 -3.06 6.65 -0.336
C -0.28 2.34 -6.19 -0.382
C -0.07 3.49 -5.26 -0.014
O 0.92 4.26 -5.90 -0.203
C 0.86 3.96 -7.23 0.600
O 1.46 4.56 -8.10 -0.498
O 0.04 2.89 -7.46 -0.340
H -1.31 1.97 -6.18 0.300
H 0.40 1.51 -5.99 0.265
H -0.97 4.10 -5.14 0.200
H 0.27 3.16 -4.27 0.071
O -0.11 -0.44 8.83 -0.591
H -0.53 -0.89 9.58 0.325
H 0.23 -1.16 8.28 0.325
N 1.64 7.29 -6.18 0.854
O 2.81 7.39 -6.60 -0.659
O 1.18 6.17 -5.89 -0.538
O 0.94 8.31 -6.05 -0.670
Cs -2.56 -2.62 7.01 1.056
O 0.76 -4.52 1.48 -0.549
H 1.48 -4.09 0.98 0.323
H 1.20 -4.84 2.28 0.261
C 0.75 -9.29 4.77 0.353
Cl 2.03 -8.12 4.39 -0.096
Cl -0.63 -9.05 3.67 -0.086
Cl 1.37 -10.95 4.59 -0.073
Cl 0.20 -9.04 6.45 -0.092
```

The spin multiplicity is 1. As for the largest force on an atom: 10.502 eV Å⁻¹. The value obtained for the energy relative to the best compared isomer or geometry (same formula, charge and spin) is 106.5 kcal/mol. As for the highest occupied orbital energy: -6.23 eV. Its charge is +1. The calculation puts the HOMO-LUMO gap at 1.2840 eV.

(5)
Density functional theory data (ωB97M-V with the def2-TZVPD basis set) for a molecular structure, C13H22FKO7S at a distorted geometry.

The geometry in XYZ format:
```
45
Properties=species:S:1:pos:R:3:mulliken_charge:R:1
K -0.23 -23.05 -7.66 1.081
C 1.55 -25.03 -9.73 -0.759
C 1.11 -24.06 -10.82 -0.221
O 0.17 -23.17 -10.45 -0.884
H 0.74 -25.63 -9.31 0.279
H 2.01 -24.49 -8.89 -0.053
H 2.37 -25.68 -10.08 0.372
H 0.82 -24.65 -11.74 0.287
H 2.06 -23.57 -11.19 -0.012
C -3.03 -23.99 -5.60 -0.565
C -3.37 -24.95 -6.76 -0.458
O -2.45 -25.01 -7.75 -0.849
H -2.76 -23.01 -6.01 0.205
H -2.17 -24.37 -5.03 -0.042
H -3.82 -23.89 -4.84 0.426
H -4.38 -24.63 -7.13 0.155
H -3.56 -25.96 -6.29 0.156
F -1.14 -20.40 -7.28 -0.971
O -0.08 -22.07 -2.59 -0.627
S 0.71 -22.65 -3.64 0.803
O 0.19 -22.97 -4.93 -0.331
O 2.00 -21.70 -3.91 -0.189
C 2.19 -20.53 -3.12 -0.339
C 1.17 -19.43 -3.38 -1.168
C 1.59 -24.09 -2.99 -0.978
H 3.15 -20.14 -3.45 0.360
H 2.27 -20.77 -2.06 0.357
H 1.55 -18.49 -2.99 0.369
H 0.21 -19.60 -2.91 0.330
H 0.98 -19.39 -4.46 0.363
H 2.30 -23.66 -2.30 0.341
H 2.07 -24.55 -3.85 0.312
H 0.85 -24.78 -2.59 0.362
C 4.14 -21.15 -6.61 -0.104
C 5.46 -20.91 -6.58 -0.223
C 6.35 -21.20 -7.73 0.292
O 7.56 -21.08 -7.67 -0.613
C 5.68 -21.62 -8.99 -0.347
C 4.35 -21.79 -9.01 -0.169
C 3.49 -21.69 -7.82 -0.265
O 2.33 -22.00 -7.90 -0.232
H 3.54 -20.91 -5.75 0.312
H 5.84 -20.43 -5.69 0.395
H 6.21 -21.70 -9.92 0.406
H 3.86 -22.04 -9.94 0.434
```

The spin multiplicity is 1. As for the largest force on an atom: 1.317 eV Å⁻¹. As for the highest occupied orbital energy: -0.11 eV. Its charge is -2. The calculation puts the HOMO-LUMO gap at 2.6644 eV.

(6)
Density functional theory data (ωB97M-V with the def2-TZVPD basis set) for a molecular structure, C13H22IrN3O3.

The geometry in XYZ format:
```
42
Properties=species:S:1:pos:R:3:mulliken_charge:R:1
Ir 0.58 -1.10 -1.15 1.534
N 2.54 -0.78 -1.83 -0.535
C 3.31 -2.06 -1.71 -0.386
C 2.51 -3.17 -1.03 0.436
O 2.89 -4.27 -0.88 -0.445
O 1.25 -2.75 -0.59 -0.600
H 2.56 -0.48 -2.80 0.354
H 3.01 -0.04 -1.31 0.343
H 4.22 -1.92 -1.14 0.342
H 3.60 -2.42 -2.70 0.360
N -0.78 0.02 -2.34 -0.725
C -1.98 0.59 -1.63 -0.286
C -2.98 -0.44 -1.12 -0.793
C -2.39 -1.33 -0.03 -0.420
N -1.24 -2.06 -0.62 -0.700
H -0.26 0.84 -2.68 0.357
H -1.05 -0.49 -3.17 0.346
H -2.47 1.27 -2.33 0.495
H -1.61 1.17 -0.79 0.082
H -3.37 -1.05 -1.94 0.322
H -3.83 0.11 -0.72 0.411
H -3.14 -2.04 0.33 0.447
H -2.04 -0.75 0.82 0.169
H -1.58 -2.50 -1.47 0.355
H -0.92 -2.82 -0.03 0.441
C 1.08 3.14 -0.11 -1.727
C 0.71 1.74 0.25 0.762
O 0.86 0.90 -0.69 -0.707
C 0.23 1.43 1.58 0.964
C 0.15 0.11 2.03 -0.339
C -0.28 -0.17 3.32 -0.903
C -0.64 0.88 4.16 -0.407
C -0.57 2.20 3.72 -0.886
C -0.13 2.48 2.45 -0.508
H 1.53 3.17 -1.10 0.362
H 1.77 3.55 0.62 0.479
H 0.19 3.76 -0.11 0.420
H 0.45 -0.70 1.39 0.822
H -0.31 -1.19 3.67 0.449
H -0.98 0.66 5.17 0.435
H -0.85 3.01 4.38 0.441
H -0.06 3.51 2.13 0.439
```

The spin multiplicity is 1. As for the largest force on an atom: 0.694 eV Å⁻¹. The value obtained for the energy relative to the best compared isomer or geometry (same formula, charge and spin) is 14.6 kcal/mol. As for the highest occupied orbital energy: -16.00 eV. Its charge is +2. The calculation puts the HOMO-LUMO gap at 8.0529 eV.

(7)
Density functional theory data (ωB97M-V with the def2-TZVPD basis set) for a gas-phase ion, C13H22NO (charge +1) at a distorted geometry.

The geometry in XYZ format:
```
37
Properties=species:S:1:pos:R:3:mulliken_charge:R:1
C -3.36 0.00 1.21 -1.663
C -2.21 0.68 1.90 0.277
C -0.80 0.49 1.32 -0.275
C 0.11 1.56 1.20 0.922
C -0.32 2.99 1.33 -1.700
C 1.47 1.32 0.98 -0.667
C 1.99 0.04 0.83 0.327
C 3.46 -0.19 0.60 -1.472
C 1.08 -1.01 0.92 -0.915
C -0.29 -0.80 1.15 1.373
C -1.15 -2.03 1.25 -1.619
H -4.25 0.65 1.17 0.380
H -3.04 -0.18 0.16 0.428
H -3.70 -0.95 1.62 0.369
H -2.45 1.75 1.80 0.512
H 0.56 3.63 1.18 0.389
H -1.08 3.29 0.59 0.363
H -0.72 3.22 2.33 0.302
H 2.16 2.18 0.99 0.336
H 3.69 -1.26 0.55 0.350
H 3.82 0.26 -0.33 0.340
H 4.07 0.24 1.41 0.343
H 1.46 -2.04 0.88 0.237
H -0.52 -2.93 1.21 0.381
H -1.70 -2.07 2.20 0.245
H -1.89 -2.10 0.44 0.301
O -3.02 -1.13 5.53 -0.545
C -3.82 0.05 5.35 -0.519
C -3.11 0.95 4.34 -0.508
N -2.17 0.30 3.32 -0.041
H -3.34 -1.57 6.32 0.339
H -4.85 -0.23 5.06 0.341
H -3.87 0.65 6.28 0.345
H -3.81 1.63 3.83 0.366
H -2.43 1.58 4.94 0.380
H -2.13 -0.71 3.52 0.472
H -1.24 0.55 3.69 0.506
```

The spin multiplicity is 1. As for the largest force on an atom: 2.929 eV Å⁻¹. The value obtained for the energy relative to the best compared isomer or geometry (same formula, charge and spin) is 0.0 kcal/mol. As for the highest occupied orbital energy: -12.07 eV. Its charge is +1. As for the SMILES: Cc1cc(C)c([C@@H](C)[NH2+]CCO)c(C)c1. The calculation puts the HOMO-LUMO gap at 9.3851 eV.

(8)
Density functional theory data (ωB97M-V with the def2-TZVPD basis set) for a molecular structure, C13H23BIrN6OSi at a distorted geometry.

The geometry in XYZ format:
```
46
Properties=species:S:1:pos:R:3:mulliken_charge:R:1
H -0.09 2.90 0.85 0.456
N 0.38 1.73 -0.86 -0.469
B 0.92 0.91 -3.20 -0.005
N 0.77 2.04 -2.17 0.096
C 0.74 3.38 -2.32 -0.072
Ir -0.08 -0.07 -0.15 1.045
H 0.86 3.82 -3.30 0.481
C 0.44 3.96 -1.07 -1.006
H 0.36 5.00 -0.85 0.436
C 0.23 2.91 -0.18 0.039
H 1.44 1.26 -4.20 -0.018
C -2.03 -2.79 1.43 -0.805
H -2.45 -2.94 2.45 0.307
H -1.08 -3.33 1.29 0.319
H -2.81 -3.13 0.72 0.312
N -0.51 0.33 -3.48 0.188
N 1.69 -0.24 -2.51 -0.113
N -1.13 -0.12 -2.32 -0.306
N 1.42 -0.63 -1.18 -0.326
C -1.35 0.15 -4.54 -0.109
C 2.63 -1.05 -3.01 0.021
H -1.12 0.46 -5.58 0.452
H 2.94 -0.96 -4.05 0.475
C -2.51 -0.46 -4.07 -0.918
C 3.04 -1.94 -2.01 -1.050
C -2.33 -0.60 -2.67 -0.250
C 2.28 -1.68 -0.87 0.027
H -3.38 -0.76 -4.62 0.419
H 3.80 -2.68 -2.14 0.433
H -2.98 -1.02 -1.93 0.468
H 2.24 -2.23 0.06 0.469
H -1.77 -1.71 1.26 -0.063
C -1.54 0.84 4.19 -0.848
Si -0.07 -0.07 3.37 0.295
C 1.43 0.89 4.00 -1.090
C 0.09 -1.77 4.24 -0.729
O -0.39 -0.28 1.78 0.341
H -1.55 0.88 5.29 0.371
H -2.48 0.34 3.88 0.328
H -1.57 1.88 3.82 0.336
H 1.47 0.93 5.11 0.375
H 2.37 0.43 3.67 0.354
H 1.41 1.93 3.65 0.365
H -0.78 -2.40 3.97 0.255
H 1.01 -2.27 3.89 0.334
H 0.13 -1.75 5.34 0.379
```

The spin multiplicity is 6. As for the largest force on an atom: 4.443 eV Å⁻¹. The value obtained for the energy relative to the best compared isomer or geometry (same formula, charge and spin) is 0.0 kcal/mol. As for the highest occupied orbital energy (spin up / spin down): -14.82 / -14.86 eV. Its charge is +2. As for the expectation value of S²: 8.78. The calculation puts the HOMO-LUMO gap (spin up / spin down) at 9.2533 / 3.3347 eV.